(1)
50
Properties=species:S:1:pos:R:3:lowdin_spin:R:1 method="wB97M-V/def2-TZVPD" homo_ev="2.245 / -0.270" spin_multiplicity=3 s_squared=2.03 gap_ev="2.81 / 5.28" de_lowest_kj_mol=74.3 total_charge=-2
Pt -0.735 0.749 0.728 0.157
O 1.592 0.600 0.232 0.021
C 2.591 0.471 1.047 0.045
C 3.915 0.660 0.603 0.060
C 5.035 0.565 1.448 0.132
C 4.855 0.295 2.800 0.011
C 3.569 0.094 3.295 0.135
C 2.414 0.141 2.457 0.062
C 1.139 -0.096 3.005 0.164
N -0.054 -0.386 2.387 0.127
C -0.986 -0.572 3.384 -0.002
C -0.423 -0.450 4.607 0.055
N 0.951 -0.212 4.395 0.100
H 4.044 0.890 -0.451 0.002
H 6.033 0.726 1.051 0.012
H 5.710 0.211 3.465 -0.005
H 3.451 -0.165 4.343 0.020
H -2.009 -0.797 3.124 0.000
H -0.832 -0.580 5.596 0.007
H 1.472 0.403 5.005 0.022
C -1.078 5.338 -0.215 0.001
Si -0.118 3.685 -0.242 0.002
C 1.212 3.893 -1.572 0.000
C 0.811 3.630 1.394 0.003
C -1.257 2.273 -0.614 0.017
H -0.400 6.195 -0.124 0.000
H -1.776 5.364 0.630 0.000
H -1.664 5.462 -1.133 0.000
H 1.824 4.786 -1.400 0.000
H 0.779 3.963 -2.576 0.000
H 1.870 3.016 -1.545 0.000
H 1.454 4.507 1.529 0.000
H 1.442 2.735 1.423 0.002
H 0.121 3.572 2.242 0.000
H -1.115 1.929 -1.647 0.001
H -2.303 2.577 -0.500 0.002
C -1.806 -1.067 -1.653 0.008
C -2.459 -1.311 -0.274 0.064
C -1.786 -2.542 0.357 0.037
C -3.944 -1.645 -0.512 0.012
N -2.423 -0.208 0.671 0.711
H -1.867 -1.972 -2.272 0.000
H -0.761 -0.788 -1.520 0.000
H -2.318 -0.251 -2.171 0.001
H -1.827 -3.395 -0.329 0.006
H -2.291 -2.811 1.290 0.001
H -0.745 -2.308 0.588 0.001
H -4.052 -2.545 -1.130 0.001
H -4.440 -0.808 -1.013 0.002
H -4.440 -1.807 0.449 0.000

(2)
9
Properties=species:S:1:pos:R:3:mulliken_charge:R:1 method="wB97M-V/def2-TZVPD" homo_ev="-3.161 / -3.158" gap_ev="6.16 / 6.15" de_lowest_kj_mol=156.1 total_charge=-1
C -0.331 -0.854 -0.892 -0.334
C -0.519 -0.235 0.139 0.003
C -0.449 0.139 1.475 -0.799
O 1.171 5.133 2.368 -0.434
O -1.040 5.482 1.434 -0.441
S 0.268 4.916 1.283 0.486
I -0.645 2.369 1.792 -0.022
H -0.373 -1.464 -1.823 0.342
H 0.543 0.006 1.739 0.197

(3)
22
Properties=species:S:1:pos:R:3:mulliken_charge:R:1 method="wB97M-V/def2-TZVPD" smiles="ClC(Cl)=C1C=CC=CN1.C=NC" homo_ev=-7.111 gap_ev=7.71 de_lowest_kj_mol=213.3 total_charge=0
C 1.254 1.949 0.884 -0.399
C 1.884 1.454 -0.293 -0.634
C -0.086 1.671 1.077 -0.504
C 1.198 0.948 -1.324 -0.251
C -0.750 0.959 0.031 -0.243
C 0.176 -2.015 1.151 -0.653
C -0.200 -2.108 -1.162 -0.531
C -2.034 0.511 0.099 0.742
N -0.121 0.849 -1.185 -0.084
N 0.521 -1.707 -0.245 -0.167
Cl -2.899 -0.484 -1.039 -0.203
Cl -2.992 0.855 1.590 -0.239
H 1.641 2.585 1.645 0.444
H 2.971 1.756 -0.359 0.293
H -0.637 2.077 1.957 0.302
H 1.472 0.835 -2.305 0.500
H -0.353 -1.095 1.530 0.191
H -0.448 -2.925 1.330 0.352
H 1.206 -2.232 1.647 0.215
H -0.706 0.629 -1.906 0.204
H -1.110 -2.822 -1.008 0.270
H 0.014 -1.688 -2.114 0.394

(4)
12
Properties=species:S:1:pos:R:3:mulliken_charge:R:1 method="wB97M-V/def2-TZVPD" homo_ev=-1.854 gap_ev=4.54 de_lowest_kj_mol=72.4 total_charge=-1
C 0.455 1.658 3.214 -0.729
S 0.015 0.129 2.331 -0.167
H -0.059 1.737 4.164 0.276
H 0.224 2.502 2.574 0.260
H 1.533 1.693 3.404 0.246
C -0.602 -1.124 -2.562 -0.749
S 0.329 -1.056 -4.119 -0.198
S 1.486 -2.771 -4.029 -0.727
H -1.635 -0.823 -2.702 0.255
H -0.527 -2.148 -2.216 0.248
H -0.142 -0.451 -1.826 0.178
H -1.078 0.653 1.766 0.107

(5)
58
Properties=species:S:1:pos:R:3:lowdin_spin:R:1 method="wB97M-V/def2-TZVPD" homo_ev="-11.723 / -11.723" spin_multiplicity=3 s_squared=2.02 gap_ev="7.49 / 8.49" total_charge=+1
V -2.266 -0.321 1.294 1.955
Zn -0.926 2.523 0.691 0.002
O -0.543 0.558 0.555 0.017
H 0.184 0.115 0.075 0.001
O -2.610 1.691 1.570 0.001
H -3.239 2.216 2.101 0.002
O -1.641 -2.139 0.822 -0.005
H -1.447 -3.084 0.666 -0.001
O -1.322 2.975 -1.092 0.001
H -1.213 2.264 -1.753 0.000
C 3.116 1.633 0.655 0.000
O 3.057 2.778 -0.171 0.000
C 1.916 3.544 -0.120 0.000
O 0.922 3.322 0.581 0.000
O 2.150 4.588 -0.932 0.000
C 1.190 5.519 -1.151 0.000
H 4.113 1.195 0.678 0.000
H 2.457 0.804 0.395 0.000
H 2.865 1.870 1.689 0.000
H 1.417 6.447 -0.628 0.000
H 0.158 5.326 -0.857 0.000
H 1.184 5.738 -2.219 0.000
C 5.807 -4.027 -3.323 0.000
O 4.577 -4.079 -2.596 0.000
C 3.612 -3.163 -2.844 0.000
O 3.561 -2.350 -3.784 0.000
O 2.668 -3.273 -1.834 0.000
C 1.616 -2.315 -1.829 0.000
H 6.390 -3.403 -2.645 0.000
H 5.739 -3.489 -4.268 0.000
H 6.312 -4.990 -3.402 0.000
H 2.146 -1.362 -1.839 0.000
H 1.057 -2.282 -0.894 0.000
H 0.904 -2.267 -2.654 0.000
C -2.903 -0.522 5.412 0.000
O -1.565 -1.159 5.424 0.001
C -0.894 -1.164 4.264 0.002
O -1.261 -0.550 3.239 0.010
O 0.113 -1.807 4.397 0.001
C 1.141 -1.991 3.385 0.000
H -2.986 0.496 5.031 0.000
H -3.043 -0.475 6.492 0.000
H -3.534 -1.283 4.952 0.000
H 2.108 -2.159 3.858 0.000
H 1.317 -1.113 2.762 0.000
H 0.783 -2.855 2.825 0.000
C -5.759 0.695 -1.140 0.000
O -4.764 0.459 -2.132 0.000
C -3.588 -0.005 -1.808 0.002
O -3.260 -0.309 -0.682 0.010
O -2.902 -0.126 -2.829 0.001
C -1.484 -0.220 -2.880 0.000
H -6.718 0.776 -1.651 0.000
H -5.575 1.671 -0.691 0.000
H -5.692 -0.106 -0.404 0.000
H -1.244 0.077 -3.901 0.000
H -1.253 -1.272 -2.716 0.000
H -0.950 0.377 -2.140 0.000

(6)
114
Properties=species:S:1:pos:R:3:mulliken_charge:R:1 method="wB97M-V/def2-TZVPD" homo_ev=-9.363 gap_ev=5.95 total_charge=+1
C -8.228 -1.497 4.858 -0.548
O -8.508 -0.606 3.719 -0.357
C -9.387 -1.267 2.729 -0.483
C -8.579 -1.519 1.325 -0.607
C -7.400 -2.666 1.408 -0.097
C -7.052 -3.101 -0.159 -0.711
C -5.463 -3.429 -0.396 -0.394
C -4.992 -4.685 0.548 -0.579
C -3.333 -4.790 0.731 0.026
C -2.848 -3.437 1.526 -0.756
N -1.642 -3.577 2.399 0.683
C -1.565 -2.497 3.432 -1.200
C -0.380 -1.348 3.158 -0.653
I -1.141 -0.146 1.512 0.287
P -0.470 -0.302 4.804 0.641
N -0.113 -1.221 6.087 -0.716
N 1.013 -1.977 2.956 0.377
C 1.962 -1.141 2.135 -0.383
C 2.258 0.380 2.768 -0.592
O 3.222 1.026 1.817 -0.416
C 0.951 -3.447 2.648 -0.838
P 2.502 -4.337 2.047 0.427
C 3.204 -3.765 0.391 -0.596
C 3.819 -4.612 3.400 -0.944
C -0.359 -3.909 1.715 -0.215
S -0.217 -3.423 -0.085 -0.084
P -0.180 -5.855 1.729 0.157
N -1.241 -6.579 2.973 -0.586
O -0.678 -6.507 0.154 -0.529
H -8.882 -1.216 5.791 0.250
H -8.352 -2.636 4.618 0.254
H -7.096 -1.344 5.172 0.174
H -10.254 -0.484 2.485 0.272
H -9.921 -2.244 3.155 0.312
H -8.050 -0.501 1.024 0.264
H -9.382 -1.858 0.517 0.321
H -6.439 -2.139 1.863 0.008
H -7.729 -3.590 2.075 0.284
H -7.346 -2.166 -0.832 0.355
H -7.704 -4.055 -0.426 0.258
H -4.852 -2.451 -0.191 0.177
H -5.274 -3.731 -1.530 0.304
H -5.307 -5.713 0.034 0.386
H -5.449 -4.689 1.631 0.180
H -3.154 -5.769 1.347 -0.209
H -2.777 -4.897 -0.295 0.362
H -3.755 -3.168 2.258 0.331
H -2.832 -2.571 0.739 0.136
H -2.569 -1.861 3.536 0.514
H -1.431 -3.010 4.501 0.200
H -1.823 0.236 4.943 0.136
H 0.425 0.822 4.813 0.119
H 0.136 -2.196 5.811 0.264
H 1.421 -1.930 3.943 0.651
H 1.696 -1.092 0.973 0.434
H 3.075 -1.581 2.140 0.223
H 1.313 1.053 2.838 0.214
H 2.838 0.300 3.789 0.237
H 2.650 1.417 1.093 0.287
H 0.731 -3.975 3.701 0.297
H 2.593 -4.123 -0.570 0.161
H 4.276 -4.275 0.262 0.402
H 3.379 -2.619 0.249 0.056
H 4.286 -3.604 3.770 0.279
H 4.623 -5.405 3.031 0.378
H 3.259 -5.151 4.307 0.305
H 0.449 -4.385 -0.859 0.151
H -2.007 -7.161 2.568 0.324
H -1.583 -5.885 3.673 0.281
H -1.206 -7.363 0.318 0.362
C 5.116 5.017 -1.682 -1.422
C 4.861 3.517 -1.559 -0.396
N 5.338 2.726 -2.699 0.224
C 4.875 1.334 -2.666 -0.697
C 5.365 0.452 -1.522 -0.779
C 6.748 2.897 -3.059 -0.752
C 7.789 2.573 -1.995 -0.979
H 4.649 5.427 -2.584 0.197
H 4.688 5.536 -0.818 0.433
H 6.184 5.252 -1.702 0.378
H 3.773 3.389 -1.474 0.398
H 5.291 3.167 -0.617 0.264
H 5.122 0.845 -3.617 0.355
H 3.776 1.344 -2.636 0.332
H 6.397 0.129 -1.676 0.237
H 4.755 -0.457 -1.470 0.262
H 5.293 0.945 -0.548 0.250
H 6.899 3.935 -3.380 0.340
H 6.967 2.309 -3.959 0.430
H 7.510 2.942 -1.004 0.236
H 8.745 3.043 -2.259 0.370
H 7.975 1.500 -1.927 0.279
C -0.117 5.044 -3.040 -1.299
C -0.102 5.929 -4.284 -0.327
N 0.948 6.953 -4.287 0.107
C 0.794 7.932 -5.368 -0.655
C 0.927 7.428 -6.802 -0.935
C 2.318 6.474 -4.080 -0.748
C 2.865 5.461 -5.078 -0.626
H -0.237 5.639 -2.130 0.319
H -0.956 4.343 -3.097 0.418
H 0.795 4.446 -2.951 0.181
H -1.080 6.429 -4.326 0.457
H -0.042 5.288 -5.167 0.253
H 1.503 8.756 -5.218 0.341
H -0.197 8.396 -5.266 0.412
H 1.972 7.259 -7.074 0.217
H 0.541 8.183 -7.496 0.393
H 0.364 6.508 -6.980 0.262
H 2.383 6.035 -3.077 0.332
H 3.000 7.333 -4.037 0.310
H 2.135 4.692 -5.344 0.235
H 3.733 4.949 -4.644 0.134
H 3.211 5.944 -5.993 0.257

(7)
25
Properties=species:S:1:pos:R:3:mulliken_charge:R:1 method="wB97M-V/def2-TZVPD" homo_ev=-17.818 gap_ev=10.61 de_lowest_kj_mol=271.8 total_charge=+2
C -1.935 1.257 0.443 -0.457
C -1.305 -0.023 0.841 -0.488
C 0.112 0.057 0.512 -0.124
C 1.000 0.557 1.342 -0.825
C 1.114 0.025 -1.524 -0.227
N 0.435 -0.645 -0.658 0.150
N -3.484 1.126 0.841 -0.210
H -2.022 1.314 -0.605 0.319
H -1.480 2.144 0.930 0.391
H -1.479 -0.310 2.006 0.412
H -1.569 -0.996 0.200 0.295
H 0.803 0.986 2.300 0.317
H 2.017 0.427 1.282 0.406
H 1.388 1.086 -1.396 0.382
H 1.571 -0.384 -2.457 0.302
H 0.383 -1.625 -0.720 0.387
H -3.650 0.592 1.613 0.310
H -3.937 0.705 -0.006 0.402
H -3.844 1.920 0.923 0.231
H 4.215 0.344 -1.014 0.286
H 3.632 0.783 0.139 0.294
O 3.317 0.424 -0.712 -0.521
H 1.885 -3.345 -0.720 0.325
H 1.583 -3.380 -2.188 0.315
O 1.250 -3.041 -1.374 -0.669

(8)
14
Properties=species:S:1:pos:R:3:mulliken_charge:R:1 method="wB97M-V/def2-TZVPD" smiles="O=C1C=CC(/C=N/O)=C1" homo_ev=-8.735 gap_ev=7.15 de_lowest_kj_mol=548.4 total_charge=0
C 0.544 0.242 -1.417 -0.532
C 0.250 -0.102 -0.064 1.332
C -1.005 0.021 0.587 -0.728
C -0.527 -0.216 2.052 0.596
C 0.973 -0.829 1.894 -0.453
C 1.299 -0.605 0.580 -0.567
H -0.699 1.030 -4.066 0.340
H 1.624 0.380 -1.836 0.217
H -2.036 0.388 0.296 0.349
H 1.625 -0.824 2.763 0.367
H 2.270 -0.414 0.033 0.217
N -0.475 0.435 -2.223 -0.231
O -0.098 0.496 -3.565 -0.379
O -0.985 0.170 3.138 -0.527